Version i
C8H13NO2 | wB97M-V/def2-TZVPD

```
24
Properties=species:S:1:pos:R:3
C 1.243 1.192 -1.082
C 2.261 -0.640 0.013
C 0.931 2.199 -1.856
C -0.106 -0.776 -0.578
C -0.813 1.022 1.060
C -2.459 0.003 -0.560
C 1.012 -2.002 1.384
C -1.187 -0.236 0.243
N 1.058 -1.312 0.073
O 3.314 -1.044 0.395
O 2.301 0.633 -0.560
H 1.704 2.972 -2.100
H -0.108 2.299 -2.023
H -0.225 -1.110 -1.647
H -1.688 1.518 1.378
H -0.308 1.697 0.301
H -0.082 0.878 1.923
H -2.729 -1.042 -1.084
H -2.405 0.749 -1.334
H -3.408 0.286 -0.024
H 0.768 -1.372 2.178
H 0.299 -2.839 1.451
H 2.129 -2.070 1.575
H -1.502 -1.007 0.876
```

Values from the calculation:
HOMO-LUMO gap (spin up / spin down), eV: 8.564 / 8.567
HOMO (spin up / spin down), eV: -8.316 / -8.319
Molar mass, g mol⁻¹: 155.2

Atomic partial charges in e from the natural (NBO) method, atoms 1 to 6: C 0.373; C 0.895; C -0.602; C 0.038; C -0.608; C -0.589

Version ii
C8H13NO2 | wB97M-V/def2-TZVPD

```
24
Properties=species:S:1:pos:R:3
C -0.281 0.390 -3.162
C -0.399 0.586 -1.517
C 1.096 1.078 -1.092
C 0.942 1.002 0.472
C 0.044 0.342 1.103
C -0.207 0.368 2.588
N 0.677 -0.059 3.510
O 1.825 -0.572 3.037
C -0.976 -0.458 0.302
C -1.083 -1.930 0.953
O -0.603 -0.620 -1.031
H 0.247 1.087 -3.610
H -1.312 0.353 -3.166
H 0.491 -0.476 -3.603
H -1.060 1.314 -1.509
H 1.937 0.258 -1.580
H 1.601 1.955 -1.382
H 1.815 1.746 0.899
H -1.124 0.787 2.937
H 1.565 -0.697 2.186
H -1.896 0.079 0.326
H -1.191 -1.869 2.213
H -0.234 -2.196 0.646
H -1.873 -2.467 0.481
```

Values from the calculation:
SMILES string: C[C@@H]1CC=C(/C=N\O)[C@H](C)O1
HOMO-LUMO gap, eV: 9.861
HOMO, eV: -9.146
Molar mass, g mol⁻¹: 155.2

Atomic partial charges in e from the natural (NBO) method, atoms 1 to 6: C -0.612; C 0.129; C -0.461; C -0.134; C -0.190; C -0.046

Most stable = version i